# 1
Formula: H26O17S
Source: the Open Molecules 2025 dataset
Level of theory: wB97M-V/def2-TZVPD

Geometry as XYZ:
```
44
H26O17S (wB97M-V/def2-TZVPD)
S -0.112 -0.074 0.008
O 0.919 0.865 0.477
O 0.473 -1.341 -0.296
O -1.186 -0.228 1.018
O -0.710 0.421 -1.214
O 2.838 -1.820 0.537
H 1.926 -1.651 0.229
H 3.450 -1.716 -0.265
O 0.636 2.015 2.815
H 0.058 1.249 3.012
H 0.905 1.616 1.991
O 1.848 3.270 -0.214
H 1.425 2.316 -0.082
H 2.744 2.952 -0.080
O -2.970 -0.384 -2.244
H -2.138 -0.142 -1.825
H -3.138 -1.290 -1.909
O 3.059 0.763 -2.350
H 3.091 1.252 -1.533
H 2.249 0.810 -2.771
O -1.713 2.769 -1.006
H -2.394 2.558 -0.335
H -1.332 1.900 -1.291
O 3.339 0.634 1.360
H 2.576 1.004 1.338
H 3.194 -0.379 1.092
O 0.184 -2.954 -2.312
H -0.775 -3.026 -2.515
H 0.522 -2.547 -1.464
O 0.533 0.594 -3.469
H 0.174 1.412 -3.958
H 0.070 0.374 -2.535
O -3.131 1.713 0.881
H -2.496 0.962 0.734
H -3.779 1.494 0.285
O -0.947 -0.257 3.484
H -0.613 -1.109 3.642
H -1.082 -0.241 2.496
O -2.981 -1.763 1.674
H -3.447 -1.044 2.184
H -2.167 -1.300 1.475
O -0.079 -3.276 1.110
H 0.805 -3.875 1.180
H 0.157 -2.545 0.643
```

Properties
Charge   -2
E_HOMO   -4.287 eV
Total energy   -1692.92895 a.u.
Energy above the lowest of the compared OMol25 structures with the same formula, charge and spin   3.904 eV
Molecular weight   330.26 Da

These are the natural (NBO) partial charges, in e, on atoms 1 to 8: number 1, S, carries 2.744; number 2, O, carries -1.072; number 3, O, carries -1.082; number 4, O, carries -1.083; number 5, O, carries -1.073; number 6, O, carries -0.975; number 7, H, carries 0.504; number 8, H, carries 0.486

# 2
Formula: C27H66BBrFN5O13P2S
Source: the Open Molecules 2025 dataset
Level of theory: wB97M-V/def2-TZVPD

Geometry as XYZ:
```
117
C27H66BBrFN5O13P2S (wB97M-V/def2-TZVPD)
C -5.216 -3.607 0.925
C -5.906 -2.479 0.174
O -6.248 -2.917 -1.133
C -6.783 -1.897 -1.958
C -6.298 -2.053 -3.393
O -5.121 -1.317 -3.679
C -3.974 -1.805 -3.005
C -2.730 -1.594 -3.890
S -3.242 -2.256 -5.565
O -2.350 -0.239 -4.006
C -3.081 0.850 -3.444
P -1.886 2.257 -3.521
O -1.792 3.120 -2.311
B -4.401 1.255 -4.250
O -5.446 1.909 -3.667
O -4.482 1.034 -5.596
C -1.397 -2.393 -3.491
C -1.764 -3.875 -3.227
C -2.118 -4.303 -1.800
N -2.796 -5.593 -1.713
C -0.427 -2.395 -4.699
C -0.068 -1.134 -5.480
C 1.112 -1.378 -6.404
F 0.250 -0.065 -4.639
N -0.678 -1.754 -2.329
C -1.489 -1.209 -1.211
C -1.001 0.083 -0.470
N -0.192 0.919 -1.337
N -0.336 -0.304 0.782
N -2.233 0.798 -0.161
P 0.801 -2.206 -1.673
O 1.045 -3.709 -2.286
Br 2.483 -1.166 -2.859
H -5.577 -3.678 1.950
H -4.136 -3.473 0.966
H -5.412 -4.555 0.426
H -5.254 -1.596 0.093
H -6.812 -2.154 0.701
H -6.471 -0.912 -1.587
H -7.878 -1.927 -1.926
H -7.055 -1.692 -4.089
H -6.119 -3.117 -3.596
H -4.077 -2.864 -2.767
H -3.911 -1.259 -2.065
H -4.226 -1.365 -5.707
H -3.282 0.755 -2.369
H -0.721 1.611 -3.947
H -2.307 2.960 -4.671
H -5.295 2.135 -2.739
H -3.665 0.670 -5.959
H -2.604 -4.143 -3.874
H -0.924 -4.487 -3.559
H -2.772 -3.573 -1.322
H -1.208 -4.373 -1.200
H -2.240 -6.319 -2.151
H -3.683 -5.566 -2.203
H -0.842 -3.081 -5.441
H 0.496 -2.866 -4.363
H -0.931 -0.823 -6.072
H 1.885 -1.975 -5.917
H 0.791 -1.882 -7.316
H 1.558 -0.419 -6.669
H -2.436 -0.915 -1.617
H -1.662 -1.960 -0.435
H -0.611 1.836 -1.461
H 0.751 1.032 -0.993
H 0.633 -0.564 0.631
H -0.323 0.512 1.387
H -2.040 1.715 0.227
H -2.779 0.270 0.510
H 1.994 -3.884 -2.384
C 5.270 3.503 2.705
O 4.091 4.255 2.530
C 4.263 5.659 2.541
C 3.433 6.338 1.472
O 3.878 6.124 0.145
C 3.647 4.861 -0.454
C 2.215 4.598 -0.863
O 1.358 4.394 0.246
C 0.106 5.036 0.149
H 5.538 3.419 3.765
H 5.082 2.503 2.315
H 6.112 3.940 2.159
H 5.318 5.919 2.402
H 3.941 6.058 3.512
H 3.544 7.414 1.629
H 2.378 6.085 1.594
H 4.018 4.043 0.167
H 4.235 4.879 -1.375
H 2.213 3.688 -1.480
H 1.852 5.424 -1.485
H 0.207 6.054 -0.243
H -0.312 5.091 1.154
H -0.590 4.486 -0.496
C 6.234 -3.205 7.240
O 5.106 -2.471 6.829
C 4.060 -2.399 7.779
C 3.461 -1.013 7.863
O 4.296 -0.041 8.467
C 5.381 0.482 7.721
C 4.993 1.476 6.648
O 4.341 0.853 5.559
C 3.221 1.550 5.057
H 6.075 -4.285 7.144
H 7.065 -2.917 6.597
H 6.501 -2.983 8.279
H 4.419 -2.699 8.770
H 3.256 -3.089 7.487
H 2.601 -1.089 8.534
H 3.100 -0.691 6.885
H 6.007 -0.308 7.301
H 5.976 1.034 8.454
H 5.917 1.956 6.295
H 4.357 2.253 7.086
H 2.614 1.971 5.865
H 2.613 0.835 4.502
H 3.517 2.356 4.380
```

Properties
Charge   0
SMILES string   CCOCCOC[C@@](S)(O[C@@H]([PH2]=O)B(O)O)[C@@](CCN)(C[C@H](C)F)N(CC(N)(N)N)P(O)Br.COCCOCCOC.COCCOCCOC
E_HOMO   -8.812 eV
Total energy   -6099.87686 a.u.
Molecular weight   872.58 Da

These are the Mulliken partial charges, in e, on atoms 1 to 8: number 1, C, carries -1.185; number 2, C, carries 0.108; number 3, O, carries -0.378; number 4, C, carries -0.703; number 5, C, carries -0.648; number 6, O, carries -0.187; number 7, C, carries -1.849; number 8, C, carries 0.423

# 3
Formula: C51H67N3O6S3Si2Sr
Source: the Open Molecules 2025 dataset
Level of theory: wB97M-V/def2-TZVPD

Geometry as XYZ:
```
133
C51H67N3O6S3Si2Sr (wB97M-V/def2-TZVPD)
Sr -0.429 0.961 -1.413
C -4.360 2.103 1.523
C -3.455 1.331 0.584
N -2.303 1.815 0.239
N -2.064 3.079 0.791
C -0.848 3.391 1.064
S 0.628 2.520 0.911
S -0.768 5.058 1.776
C 0.051 4.616 3.336
C -0.810 3.767 4.226
C -1.720 4.349 5.107
C -2.532 3.564 5.911
C -2.445 2.178 5.844
C -1.546 1.591 4.965
C -0.737 2.381 4.159
C -3.964 0.017 0.122
C -5.176 -0.445 0.669
C -5.775 -1.639 0.322
C -5.149 -2.443 -0.635
C -3.965 -2.040 -1.197
C -3.311 -0.819 -0.846
O -2.205 -0.535 -1.413
H -4.001 3.119 1.636
H -4.360 1.633 2.511
H -5.384 2.111 1.149
H 0.267 5.573 3.815
H 0.990 4.114 3.103
H -1.799 5.430 5.149
H -3.237 4.034 6.587
H -3.081 1.560 6.468
H -1.475 0.516 4.874
H -0.062 1.915 3.449
H -5.671 0.146 1.425
H -6.697 -1.945 0.799
H -5.595 -3.386 -0.935
H -3.463 -2.644 -1.945
C 3.912 -1.781 2.872
C 2.404 -1.648 2.671
C 1.705 -2.884 3.237
C 1.877 -0.389 3.351
O 2.058 -1.523 1.307
Si 2.691 -2.008 -0.126
S 1.608 -1.256 -1.686
O 4.277 -1.515 -0.017
C 5.445 -1.848 -0.744
C 6.466 -0.767 -0.397
C 5.970 -3.207 -0.281
C 5.186 -1.850 -2.247
O 2.791 -3.678 -0.057
C 2.212 -4.752 -0.786
C 2.786 -6.020 -0.158
C 0.694 -4.744 -0.638
C 2.593 -4.690 -2.263
H 4.131 -1.836 3.941
H 4.431 -0.925 2.441
H 4.285 -2.686 2.388
H 2.014 -3.056 4.272
H 1.963 -3.761 2.639
H 0.624 -2.745 3.225
H 2.024 -0.434 4.433
H 0.814 -0.284 3.131
H 2.387 0.491 2.955
H 6.623 -0.742 0.684
H 6.092 0.204 -0.717
H 7.423 -0.961 -0.889
H 6.198 -3.174 0.787
H 6.881 -3.471 -0.827
H 5.218 -3.978 -0.443
H 4.730 -0.907 -2.547
H 4.500 -2.649 -2.525
H 6.125 -1.988 -2.793
H 2.545 -6.045 0.907
H 3.873 -6.036 -0.265
H 2.371 -6.911 -0.636
H 0.421 -4.864 0.411
H 0.251 -5.566 -1.208
H 0.288 -3.800 -1.006
H 3.678 -4.735 -2.379
H 2.223 -3.763 -2.703
H 2.155 -5.537 -2.798
C -3.023 2.562 -5.799
Si -2.865 2.644 -3.904
C -3.867 1.178 -3.321
C -3.818 4.143 -3.241
N -1.225 2.604 -3.383
C -0.401 3.604 -3.800
C -0.784 4.767 -4.518
C 0.106 5.758 -4.906
C 1.450 5.670 -4.598
C 1.884 4.555 -3.880
C 0.995 3.569 -3.510
O 1.412 2.456 -2.769
C 2.772 2.228 -2.722
C 3.425 1.715 -3.832
C 4.796 1.524 -3.780
C 5.502 1.826 -2.621
C 4.827 2.305 -1.507
C 3.456 2.516 -1.554
H -4.005 2.909 -6.136
H -2.924 1.514 -6.099
H -2.257 3.132 -6.325
H -4.839 1.212 -3.826
H -4.054 1.205 -2.248
H -3.393 0.222 -3.551
H -4.767 4.286 -3.768
H -3.251 5.074 -3.291
H -4.045 3.959 -2.187
H -1.825 4.905 -4.772
H -0.274 6.617 -5.452
H 2.151 6.443 -4.886
H 2.926 4.462 -3.606
H 2.849 1.486 -4.719
H 5.315 1.119 -4.640
H 6.571 1.657 -2.578
H 5.367 2.516 -0.592
H 2.896 2.893 -0.706
C -1.241 -2.519 1.117
C -2.004 -1.685 2.101
O -1.601 -0.605 2.470
C -3.290 -2.237 2.666
C -4.050 -1.424 3.503
C -5.245 -1.880 4.030
C -5.694 -3.160 3.727
C -4.943 -3.976 2.895
C -3.747 -3.513 2.364
H -0.406 -1.951 0.710
H -1.887 -2.858 0.309
H -0.842 -3.397 1.631
H -3.690 -0.424 3.709
H -5.835 -1.233 4.669
H -6.634 -3.516 4.133
H -5.295 -4.970 2.646
H -3.175 -4.146 1.698
```

Properties
Charge   -2
E_HOMO   -2.072 eV
Total energy   -4404.03159 a.u.
Energy above the lowest of the compared OMol25 structures with the same formula, charge and spin   0.201 eV
Molecular weight   1058.10 Da

These are the Mulliken partial charges, in e, on atoms 1 to 8: number 1, Sr, carries 1.716; number 2, C, carries -1.908; number 3, C, carries -0.664; number 4, N, carries 2.051; number 5, N, carries -0.943; number 6, C, carries -0.343; number 7, S, carries -0.509; number 8, S, carries -0.221

Frontier orbital gap, record by record: 0.3455; 0.3401; 0.2229 hartree